Entry from the Open Molecules 2025 dataset: C24H12Cl5N5Ti as an isolated structure in a non-equilibrium geometry (the ωB97M-V functional and the def2-TZVPD basis).

Geometry as XYZ:
```
47
Properties=species:S:1:pos:R:3:forces:R:3
Ti -0.8976 0.2882 -0.3662 -1.299 -0.861 -0.781
C -4.0555 0.0736 2.3365 -0.069 0.083 0.038
C -3.6308 -1.0035 3.1202 0.009 -0.084 0.087
C -2.3234 -1.4179 3.0675 -0.044 -0.222 0.140
C -1.4214 -0.7852 2.2105 0.785 0.087 0.248
N -1.8717 0.1947 1.3900 -0.416 -0.049 0.621
C -3.1514 0.6409 1.4865 0.198 -0.266 0.091
N -0.0600 -1.1136 2.3675 -0.807 0.004 0.073
C 0.8665 -0.4884 1.7393 0.633 0.411 -0.049
N 0.6752 0.3702 0.6771 0.546 0.137 0.339
C 1.8190 1.0891 0.3911 0.179 -0.431 0.500
N 1.9221 2.0602 -0.4328 -0.547 0.403 -0.651
C 0.8355 2.5475 -1.1893 0.801 -0.241 0.583
C 1.1219 3.6204 -2.0281 -0.007 0.240 -0.190
C 0.1255 4.1802 -2.7969 0.247 0.117 -0.030
C -1.1740 3.6819 -2.7327 -0.134 -0.099 0.093
C -1.4031 2.6216 -1.8971 0.384 0.178 -0.046
N -0.4234 2.0565 -1.1457 0.225 0.875 -0.447
C 2.8950 0.5305 1.2586 -0.248 0.366 -0.451
C 4.2318 0.8453 1.3424 0.217 -0.043 0.134
C 4.9940 0.1337 2.2698 -0.050 0.073 -0.093
C 4.4182 -0.8420 3.0777 -0.102 -0.049 0.031
C 3.0585 -1.1432 2.9924 0.228 -0.032 0.100
C 2.3214 -0.4440 2.0650 -0.628 -0.250 0.033
H -5.0647 0.4544 2.3933 0.005 -0.010 0.002
H -4.3205 -1.4930 3.7957 -0.005 0.022 -0.028
H -1.9456 -2.2079 3.7004 -0.011 0.008 -0.007
H -3.4199 1.4748 0.8497 -0.015 -0.002 -0.084
H 2.1386 3.9852 -2.0524 -0.031 -0.006 0.004
H 0.3583 5.0110 -3.4514 -0.026 -0.025 0.017
H -1.9777 4.1046 -3.3168 0.003 -0.007 -0.005
H -2.3904 2.1818 -1.8142 -0.075 -0.073 -0.001
H 4.6689 1.6113 0.7157 -0.014 -0.019 0.012
H 6.0512 0.3439 2.3644 -0.015 -0.005 0.001
H 5.0364 -1.3747 3.7879 0.004 0.007 -0.010
H 2.6031 -1.8952 3.6231 0.008 0.019 -0.017
Cl -3.4370 -1.9064 -0.7305 0.276 0.107 -0.069
C -2.0308 -2.2413 -1.7298 -0.258 -0.047 0.048
C -0.9706 -1.3493 -1.6926 0.060 -0.231 -0.204
C 0.0918 -1.6345 -2.5369 0.268 0.058 -0.108
Cl 1.4548 -0.5317 -2.5553 -0.245 -0.050 0.123
C 0.1324 -2.7449 -3.3716 0.033 0.008 -0.008
Cl 1.4771 -3.0361 -4.3944 -0.037 -0.012 0.019
C -0.9510 -3.6239 -3.3584 -0.013 -0.096 -0.082
Cl -0.9372 -5.0078 -4.3659 -0.005 0.032 0.030
C -2.0506 -3.3735 -2.5346 -0.015 -0.024 0.001
Cl -3.3891 -4.4436 -2.5291 0.003 -0.001 -0.003
```
Forces are in eV/Å.

As for the largest force on an atom: 1.74 eV/A. The multiplicity is 2. The calculation puts the HOMO energy (alpha / beta) at -11.59 / -11.60 eV. As for the charge: +1. The value obtained for the energy above the lowest of the compared OMol25 structures with the same formula, charge and spin is 64.9 kJ/mol. For the total energy, the calculation gives -4345.86261 Ha. The calculation puts the molar mass at 595.5 g mol⁻¹. The calculation puts the HOMO-LUMO gap (alpha / beta) at 7.48 / 7.52 eV. The expectation value of S² is 0.753.

natural (NBO) charges in e: 1.713 -0.241 -0.111 -0.211 0.384 -0.628 0.050 -0.485 0.486 -0.770 0.490 -0.491 0.405 -0.213 -0.104 -0.243 0.054 -0.630 -0.023 -0.179 -0.177 -0.179 -0.150 -0.106 0.247 0.243 0.255 0.213 0.255 0.243 0.249 0.205 0.240 0.232 0.231 0.239 0.024 0.079 -0.671 0.083 0.043 -0.134 0.087 -0.053 0.099 -0.135 0.086